Molecular formula: C49H49CsN14O4S
Method: DFT, the ωB97M-V functional and the def2-TZVPD basis

Geometry as XYZ:
```
118
Properties=species:S:1:pos:R:3:forces:R:3
Cs 11.388491 11.561611 14.975802 -0.5 0.1 0.0
C 16.411901 5.593414 16.032049 1.9 1.2 -0.3
C 15.278736 6.578304 16.247581 -0.8 -0.1 0.7
C 14.732496 6.706376 17.564675 1.3 -0.1 -1.5
C 13.655140 7.503714 17.801075 -1.3 0.8 0.5
C 12.944303 8.252587 16.821611 1.5 -2.2 -2.0
N 12.185829 9.315841 17.189660 -2.1 -0.9 -0.3
C 11.040960 9.076055 17.879423 -0.2 1.4 1.7
C 10.071724 8.036326 17.660526 1.4 0.8 -0.5
C 9.116430 7.709463 18.606323 0.6 0.1 1.3
C 9.145837 8.370326 19.881869 -0.3 -1.4 -0.7
C 8.230123 7.770766 20.929327 -0.7 0.0 -0.6
C 10.001871 9.465152 20.110017 -0.4 -0.1 -1.2
C 10.757095 9.960843 19.044892 -0.7 -1.3 -1.5
N 11.138107 11.313390 19.065532 1.4 2.1 0.2
C 10.962642 12.179741 20.148256 0.3 -0.4 -2.4
C 11.468956 13.388450 19.749149 0.8 -0.3 0.3
C 12.109726 13.194295 18.473241 -1.7 -0.4 0.0
N 11.797882 11.977298 18.004449 0.0 -0.2 2.3
C 13.315014 7.789879 15.459193 -0.9 0.7 1.5
C 14.549387 7.170885 15.210365 -0.5 -0.3 1.5
N 12.367259 7.718752 14.374714 -2.2 0.2 -2.1
C 12.246812 6.655538 13.455113 0.4 0.5 1.1
C 11.205611 6.935151 12.572332 1.1 0.9 1.0
C 10.732753 8.215302 12.985368 0.5 -0.1 0.2
N 11.349452 8.661665 14.085945 1.5 -1.2 -0.5
H 17.107159 5.805903 15.133823 -1.4 -0.3 1.1
H 17.112342 5.679469 16.894429 -0.4 -0.2 -0.4
H 16.064294 4.560998 16.017815 0.0 0.0 -0.3
H 15.284003 6.323464 18.418146 -0.1 -0.4 -0.1
H 13.263784 7.568908 18.828174 0.3 0.3 -0.4
H 10.206319 7.541928 16.690598 -0.3 -0.1 0.5
H 8.496265 6.785532 18.454175 0.4 1.2 0.2
H 8.735677 7.626274 21.867646 0.2 0.1 0.6
H 7.305915 8.392814 21.081965 0.7 -0.5 0.0
H 7.925859 6.748140 20.593675 0.0 0.8 0.3
H 10.077856 10.024621 21.043547 -0.6 -0.5 -0.1
H 10.449932 11.881655 21.041743 0.0 0.1 0.0
H 11.406643 14.243273 20.394042 0.3 0.4 -0.1
H 12.656649 13.942726 17.853488 -0.7 -0.9 0.5
H 14.881896 7.161273 14.204760 0.2 -0.4 -0.9
H 12.919807 5.772549 13.556230 -0.7 1.0 -0.1
H 10.913019 6.393716 11.692882 0.0 -0.2 0.0
H 10.066985 8.864002 12.387433 0.2 -0.4 1.0
C 8.625807 15.849676 17.148314 1.2 1.5 -0.6
N 9.778580 15.853394 16.246641 0.0 -0.5 0.8
C 10.407848 17.129209 16.016046 0.1 0.8 0.7
C 11.474703 17.127570 14.974253 1.7 -0.3 -0.6
N 12.734503 17.579128 15.235100 -2.6 -1.2 -1.8
C 13.334815 17.442590 13.987871 1.1 -0.1 -1.7
C 14.670595 17.681334 13.613290 -0.8 -0.1 -0.3
C 15.054025 17.535460 12.255187 0.3 0.4 1.5
C 14.129720 17.159783 11.309763 -1.4 -0.4 -1.6
C 12.768078 16.859036 11.632784 1.4 -0.6 -1.4
C 12.461196 16.949510 12.942321 -1.8 0.2 3.9
N 11.238230 16.703491 13.669174 1.1 0.6 0.5
C 8.322969 14.522672 17.736006 -0.3 -1.6 -1.2
N 8.536694 13.351447 17.152766 -0.2 1.3 0.5
C 7.818234 12.426642 17.888780 -0.8 0.6 0.9
C 7.583026 11.075278 17.632491 -0.3 0.9 1.2
C 6.787441 10.407427 18.580725 1.4 -1.5 -1.7
C 6.292724 10.981979 19.703499 -0.9 1.6 1.3
C 6.412449 12.373066 19.928240 -0.9 0.3 0.6
C 7.147884 13.080331 19.009248 1.6 0.6 -1.6
N 7.534262 14.454803 18.844650 -0.5 -2.2 0.2
H 8.852705 16.568620 17.966835 -0.2 -0.3 -0.3
H 7.738650 16.260286 16.603516 0.1 -0.4 0.5
H 9.575465 15.311223 15.419127 -0.1 -0.1 -0.5
H 9.710392 17.978691 15.721724 0.3 -0.7 0.4
H 10.980043 17.423738 16.938983 -0.8 0.0 -0.7
H 15.361258 17.977086 14.387504 0.3 0.1 0.0
H 16.105047 17.736316 11.988742 -0.7 -0.2 0.0
H 14.424606 17.097318 10.240321 -0.1 -0.1 0.9
H 12.043227 16.430023 10.915347 0.7 0.5 0.3
H 10.438333 16.080488 13.431206 0.5 0.5 0.0
H 8.022704 10.596143 16.781201 0.1 -0.3 -0.2
H 6.684054 9.328118 18.446826 -0.1 0.3 0.0
H 5.753936 10.387210 20.431518 -0.1 0.0 -0.1
H 5.829850 12.913546 20.716056 0.8 -0.7 -0.5
H 7.209917 15.246215 19.348891 -0.2 0.3 0.4
N 6.161690 14.770270 12.484851 -1.3 1.0 0.5
C 7.074278 13.641011 12.497160 -0.5 -1.5 -0.1
C 8.372335 13.737104 13.358809 -0.3 0.7 0.6
O 8.806313 14.909214 13.656732 -0.5 -0.8 -0.5
O 8.900865 12.647580 13.634101 -0.3 0.5 -0.2
H 6.354960 15.441094 13.257329 -0.2 -0.9 -0.8
H 5.142742 14.480802 12.481039 2.0 0.5 0.3
H 7.472090 13.463476 11.461437 -0.4 0.0 0.6
H 6.478541 12.706838 12.800120 1.3 1.0 -0.4
C 16.505509 11.748310 16.286408 1.2 0.4 0.1
C 15.202077 11.726534 15.542128 -2.0 -0.8 1.5
N 14.127137 11.158301 16.073866 1.4 0.9 -0.6
O 14.336552 10.743792 17.374105 0.2 -0.7 1.4
C 15.050987 12.324114 14.249167 -0.1 0.4 0.3
C 16.000727 13.334875 13.674398 0.1 -0.8 -0.6
N 13.882406 12.151370 13.626678 1.6 -1.3 1.8
O 13.967191 12.298559 12.403941 -1.4 1.1 -3.4
H 16.334856 11.813641 17.365144 -0.1 -0.1 -0.2
H 17.082287 12.653842 15.997882 -0.2 -0.6 0.1
H 17.176518 10.850653 16.112916 -0.9 0.8 0.0
H 13.464581 10.309239 17.675052 1.0 0.8 -1.2
H 15.761012 14.292961 14.090393 -0.2 0.9 0.2
H 15.877974 13.386783 12.592900 -0.1 0.0 0.1
H 17.042215 13.173241 13.871258 0.7 -0.3 0.2
S 10.720109 13.454742 9.614376 0.4 -1.4 0.4
C 10.373052 12.492648 11.050310 0.8 -1.8 -0.4
N 10.817117 11.240758 11.106230 -0.4 2.7 -0.5
C 11.522042 10.973572 9.938811 -1.4 1.7 -1.3
C 12.020459 9.752402 9.561846 1.1 -1.5 1.3
C 12.487304 9.532663 8.291559 -0.9 1.3 -1.3
C 12.394982 10.554583 7.309541 0.4 0.4 0.5
C 12.041023 11.869420 7.666853 0.0 -0.6 0.5
C 11.498234 12.029126 8.942430 0.5 -0.3 1.0
H 9.761818 12.943482 11.806892 0.1 -0.2 0.4
H 12.143987 8.951958 10.318675 -0.3 0.6 -0.4
H 12.825489 8.566176 7.985545 0.2 -0.5 0.0
H 12.618099 10.319170 6.275815 0.4 0.1 0.0
H 12.234407 12.770849 7.071961 -0.5 -0.7 -0.2
```
Positions in Å, forces in eV/Å.

Computed properties:
total energy	-92038.627	eV
gap between HOMO and LUMO	0.148	hartree
LUMO level	3.577	eV
HOMO energy	-0.46	eV
net charge	-2

Löwdin population analysis, charges in e, atoms 1 to 5: 0.93 -0.09 -0.28 -0.08 -0.04

***

Molecular formula: ClH3NOP
Method: DFT, the ωB97M-V functional and the def2-TZVPD basis

Geometry as XYZ:
```
7
Properties=species:S:1:pos:R:3:forces:R:3
N 1.030331 0.068807 0.825418 -2.3 0.9 -2.7
P -0.382487 0.673266 -0.783555 1.6 -3.1 2.2
O -0.719101 -0.922450 -1.237082 0.8 2.5 -0.4
Cl -1.932057 1.072836 0.451008 -0.3 0.2 0.2
H 1.622208 -0.265940 0.054612 0.6 0.1 0.8
H 1.475560 0.888314 1.281729 -0.3 -0.4 -0.8
H -1.094454 -1.514832 -0.592130 -0.2 -0.2 0.8
```
Positions in Å, forces in eV/Å.

Computed properties:
energy above the lowest of the compared OMol25 structures with the same formula, charge and spin	32.3	kcal/mol
SMILES string	NP(O)Cl
total energy	-25397.554	eV
gap between HOMO and LUMO	0.361	hartree
LUMO level	0.424	eV
HOMO energy	-9.40	eV
net charge	0

natural (NBO) population analysis, charges in e, atoms 1 to 5: -1.07 1.17 -0.99 -0.30 0.34

***

Molecular formula: C17H16IrN3O11P2
Method: DFT, the ωB97M-V functional and the def2-TZVPD basis

Geometry as XYZ:
```
50
Properties=species:S:1:pos:R:3:forces:R:3
Ir -0.108477 0.170435 0.236795 0.0 0.6 -0.5
O -5.498620 -1.104218 -5.636928 0.1 0.0 0.0
C -4.195287 -0.878541 -5.401381 -0.1 0.0 0.0
O -3.421294 -0.794388 -6.305661 0.0 0.0 0.0
C -3.739629 -0.728765 -3.965453 -0.1 0.0 -0.1
C -4.582085 -0.759909 -2.857402 0.0 0.0 0.0
C -4.076525 -0.601802 -1.580063 -0.1 0.0 0.0
C -2.710821 -0.408389 -1.407217 0.1 0.0 0.4
C -1.862482 -0.386899 -2.500968 0.1 0.0 -0.1
C -2.378470 -0.544080 -3.776067 0.1 0.0 0.1
N -2.119649 -0.250564 -0.099167 0.0 -0.1 -0.4
C -2.770471 -0.395121 0.991756 0.2 0.0 0.1
C -2.039752 -0.231842 2.242589 -0.1 -0.1 -0.3
C -2.634857 -0.295745 3.477863 0.0 0.0 0.2
C -1.857698 -0.058185 4.609061 -0.1 0.0 0.0
C -0.524176 0.244743 4.446442 0.1 0.0 0.0
C 0.028496 0.290451 3.173625 0.0 0.0 0.0
N -0.715873 0.029049 2.098419 -0.2 0.0 0.4
H -6.016966 -1.172355 -4.829504 0.0 0.0 0.0
H -5.650961 -0.903633 -2.952291 0.0 0.0 0.0
H -4.768254 -0.630333 -0.749714 0.0 0.0 0.0
H -0.796038 -0.251491 -2.382165 0.0 0.0 0.0
H -1.729888 -0.530568 -4.640855 0.0 0.0 0.0
H -3.829156 -0.621978 1.017338 0.0 0.0 0.0
H -3.691130 -0.515300 3.551977 0.0 0.0 0.0
H -2.300269 -0.094157 5.594967 0.0 0.0 0.0
H 0.111481 0.460805 5.292852 0.0 0.0 0.0
H 1.064275 0.545710 3.027420 0.1 0.0 -0.1
O 3.310719 0.300389 2.533085 -0.1 0.1 0.0
P 2.853871 -0.385278 1.176524 -0.2 -0.1 -0.2
O 3.904174 -0.757166 0.252189 0.1 0.0 0.0
O 1.751354 0.613291 0.623232 0.0 -0.5 0.2
O 1.947791 -1.602323 1.752934 0.1 0.0 -0.2
P 1.214025 -2.698269 0.781154 -0.4 0.4 0.0
O 0.330301 -3.488736 1.831245 0.0 -0.1 0.0
O 2.078926 -3.548631 0.001149 0.0 -0.1 -0.1
O 0.218847 -1.749097 -0.026555 0.4 -0.1 0.3
H 4.268341 0.229223 2.653840 0.0 0.0 0.0
H -0.402135 -3.006165 2.225623 0.0 0.0 0.0
O -1.484417 2.939678 2.009909 0.1 -0.1 -0.1
C -0.974659 3.104816 0.931704 -0.1 0.1 -0.1
C -0.742241 4.408556 0.182398 0.0 0.0 0.0
C -0.091983 4.016817 -1.158982 0.0 0.0 0.0
C 0.003448 2.520943 -1.074389 0.1 0.1 0.2
O 0.459598 1.679406 -1.831208 0.0 -0.3 0.0
N -0.496123 2.071312 0.120865 -0.2 0.2 0.4
H -0.103035 5.042661 0.795728 0.0 0.0 0.0
H -1.695992 4.921926 0.072987 0.0 0.0 0.0
H 0.910050 4.424717 -1.287932 0.0 0.0 0.0
H -0.671603 4.297119 -2.037556 0.0 0.0 0.0
```
Positions in Å, forces in eV/Å.

Computed properties:
multiplicity	2
energy above the lowest of the compared OMol25 structures with the same formula, charge and spin	7.6	kcal/mol
⟨S²⟩	0.754
total energy	-66298.893	eV
gap between HOMO and LUMO (alpha / beta)	0.277 / 0.228	hartree
LUMO level (alpha / beta)	-5.528 / -6.887	eV
HOMO energy (alpha / beta)	-13.08 / -13.09	eV
net charge	+1

natural (NBO) population analysis, charges in e, atoms 1 to 5: 1.60 -0.64 0.77 -0.52 -0.13

***

Question: The highest net charge belongs to which entry?
Answer: C17H16IrN3O11P2

***

Question: Which formula does entry 1 have?
Answer: C49H49CsN14O4S

***

Question: Among the records above, which one has the highest net charge?
Answer: C17H16IrN3O11P2